Entry from the Open Molecules 2025 dataset: a cluster of 2 separate species, C4H10IN2S in total (wB97M-V/def2-TZVPD).

The geometry in XYZ format:
```
18
Properties=species:S:1:pos:R:3
C 1.198 -0.058 -1.453
C 1.325 0.701 -0.214
C 0.445 -0.488 -0.192
C 0.480 0.614 -2.563
N -1.166 -0.409 2.755
N -0.941 -0.357 0.108
S 1.740 2.038 0.556
I 1.303 -2.238 0.920
H 2.021 -0.726 -1.771
H 0.046 1.587 -2.259
H -0.186 -0.007 -3.184
H 1.257 0.940 -3.363
H -1.137 -0.396 1.625
H -0.255 0.048 3.099
H -1.326 0.674 -0.050
H -1.642 -0.861 -0.354
H -1.322 -1.350 3.303
H -1.840 0.287 3.037
```

Highest occupied orbital energy (hartree): -0.4491
Lowest unoccupied orbital energy (Eh): -0.1669
Charge: +1

Löwdin atomic charge list, values in e, 6 entries: atom 1 (C): -0.34, atom 2 (C): -0.81, atom 3 (C): -0.80, atom 4 (C): -0.06, atom 5 (N): 0.18, atom 6 (N): -0.01


Entry from the Open Molecules 2025 dataset: the ion C5H13N2 with charge +1 (wB97M-V/def2-TZVPD).

The geometry in XYZ format:
```
20
Properties=species:S:1:pos:R:3
C 1.152 -1.846 1.912
C 0.562 -1.823 0.462
C 1.094 -0.542 -0.253
C 0.006 0.458 -0.222
N -0.439 0.885 1.028
C -0.498 0.937 -1.427
N -1.551 1.899 -1.650
H 0.701 -2.861 2.142
H 0.795 -0.950 2.516
H 2.241 -1.948 2.053
H 0.763 -2.747 -0.071
H -0.496 -1.771 0.424
H 1.335 -0.840 -1.280
H 1.938 -0.020 0.300
H -1.459 1.092 1.164
H -0.125 0.341 1.850
H 0.014 0.755 -2.300
H -1.330 2.391 -2.605
H -2.513 1.361 -1.648
H -1.825 2.602 -1.028
```

Highest occupied orbital energy (hartree): -0.4761
Lowest unoccupied orbital energy (Eh): -0.1414
SMILES: CCC/C(N)=C/[NH3+]
Charge: +1

Löwdin atomic charge list, values in e, 6 entries: atom 1 (C): -0.09, atom 2 (C): -0.23, atom 3 (C): -0.15, atom 4 (C): -0.33, atom 5 (N): 0.13, atom 6 (C): -0.09


Entry from the Open Molecules 2025 dataset: a cluster of 4 separate species, C3H14N2O4 in total (wB97M-V/def2-TZVPD).

The geometry in XYZ format:
```
23
Properties=species:S:1:pos:R:3
N -0.021 2.959 -0.430
C 0.671 1.693 -0.565
C 0.495 0.517 0.410
N -0.557 0.594 1.262
C -0.559 -0.213 2.501
O 1.354 -0.331 0.437
H -0.256 3.220 0.532
H 0.263 3.702 -1.063
H 0.301 1.319 -1.569
H 1.750 1.930 -0.667
H -1.075 1.450 1.176
H 0.047 -1.098 2.264
H -0.094 0.368 3.335
H -1.594 -0.481 2.783
H -0.059 -2.191 -2.279
H 0.725 -0.761 -2.666
O -0.082 -1.239 -2.423
H 1.255 -1.919 -0.278
H 2.077 -2.974 0.335
O 1.359 -2.888 -0.317
H -1.735 -1.236 -1.661
H -1.879 -1.053 -0.173
O -2.385 -1.368 -0.946
```

Highest occupied orbital energy (alpha / beta) (hartree): -0.5026 / -0.5025
Spin multiplicity: 2
Lowest unoccupied orbital energy (alpha / beta) (Eh): -0.1579 / -0.3506
Charge: +1

Löwdin atomic charge list, values in e, 6 entries: atom 1 (N): 0.33, atom 2 (C): -0.05, atom 3 (C): -0.48, atom 4 (N): 0.03, atom 5 (C): -0.01, atom 6 (O): 0.09


Entry from the Open Molecules 2025 dataset: a structure of composition C4H5AgLiO7 (wB97M-V/def2-TZVPD).

The geometry in XYZ format:
```
18
Properties=species:S:1:pos:R:3
O -2.473 2.076 -0.083
C -1.674 1.169 -0.428
O -1.121 1.082 -1.552
O -1.307 0.320 0.559
C -0.269 -0.626 0.306
O 1.041 -2.299 1.406
C 3.677 -0.891 0.296
C 0.055 -1.363 1.603
O 3.167 -0.870 -0.862
O 3.874 -2.026 0.830
Ag -2.242 3.054 -2.178
Li 2.136 -2.464 -0.154
H 0.638 -0.102 -0.033
H -0.589 -1.326 -0.482
H 0.351 -0.587 2.346
H -0.891 -1.812 1.984
O 4.504 0.146 0.626
H 4.903 -0.058 1.480
```

Highest occupied orbital energy (hartree): -0.1294
Lowest unoccupied orbital energy (Eh): 0.0216
Charge: -1

Löwdin atomic charge list, values in e, 6 entries: atom 1 (O): -0.11, atom 2 (C): -0.81, atom 3 (O): -0.09, atom 4 (O): 0.00, atom 5 (C): -0.20, atom 6 (O): -0.40


Entry from the Open Molecules 2025 dataset: a structure of composition C4H11ClGaNO2Ru (wB97M-V/def2-TZVPD).

The geometry in XYZ format:
```
21
Properties=species:S:1:pos:R:3
Ru 0.663 0.488 2.107
Cl -0.806 -0.452 0.628
C 1.578 -1.237 2.539
H 2.364 -1.062 3.288
H 2.042 -1.501 1.576
H 0.923 -2.047 2.884
Ga -0.480 0.083 -1.600
C -1.220 -1.794 -2.066
C -1.895 1.546 -1.678
C 1.258 0.529 -2.189
H -1.582 2.428 -1.108
H -1.996 1.831 -2.736
H -2.871 1.203 -1.300
H -0.566 -2.591 -1.686
H -2.240 -1.931 -1.666
H -1.249 -1.843 -3.166
H 1.863 -0.252 -2.679
H 1.471 1.543 -2.562
O 0.933 1.646 4.929
N 0.839 1.213 3.813
O 0.971 2.202 2.672
```

Highest occupied orbital energy (alpha / beta) (hartree): -0.1153 / -0.1946
Spin multiplicity: 6
Lowest unoccupied orbital energy (alpha / beta) (Eh): 0.1185 / 0.0913
Charge: -1

Löwdin atomic charge list, values in e, 6 entries: atom 1 (Ru): 0.99, atom 2 (Cl): 0.21, atom 3 (C): -0.34, atom 4 (H): -0.01, atom 5 (H): -0.02, atom 6 (H): -0.02


Entry from the Open Molecules 2025 dataset: a structure of composition C5H13BrO4STa (wB97M-V/def2-TZVPD).

The geometry in XYZ format:
```
25
Properties=species:S:1:pos:R:3
O -1.867 -2.616 3.216
C -1.248 -1.520 3.132
Br 0.640 -1.329 3.815
C -1.902 -0.225 2.495
Ta -1.889 -0.138 0.185
C 0.021 -1.414 -0.036
C 1.373 -0.586 -0.387
C 1.310 0.083 -1.850
S 2.021 1.798 -1.729
O 1.274 2.688 -0.753
O 3.498 1.713 -1.364
O 1.904 2.519 -3.266
H -3.017 -0.243 2.813
H -1.494 0.763 2.940
H -3.039 -1.592 -0.005
H -3.331 1.034 0.238
H -0.785 1.375 0.332
H -1.840 0.129 -1.655
H 0.263 -2.105 0.840
H -0.153 -2.109 -0.950
H 2.214 -1.382 -0.440
H 1.677 0.128 0.448
H 0.281 0.034 -2.337
H 2.024 -0.496 -2.551
H 2.064 3.490 -3.130
```

Highest occupied orbital energy (hartree): -0.1988
Lowest unoccupied orbital energy (Eh): 0.0942
Charge: -1

Löwdin atomic charge list, values in e, 6 entries: atom 1 (O): -0.09, atom 2 (C): -0.83, atom 3 (Br): 0.53, atom 4 (C): -0.44, atom 5 (Ta): 1.24, atom 6 (C): -0.45


Entry from the Open Molecules 2025 dataset: a structure of composition C17H16N5O2SSeTi (wB97M-V/def2-TZVPD).

The geometry in XYZ format:
```
43
Properties=species:S:1:pos:R:3
Ti -1.028 0.576 -0.289
N -4.846 0.419 -2.659
C -3.757 0.444 -1.799
S -2.286 1.169 -2.407
N -3.989 -0.029 -0.611
N -2.879 0.087 0.224
C -3.012 -0.408 1.445
C -1.898 -0.282 2.295
C -1.894 -0.599 3.675
C -0.818 -0.289 4.438
C 0.302 0.365 3.846
C 0.264 0.615 2.511
N -0.774 0.280 1.708
H -4.595 0.452 -3.633
H -5.534 -0.277 -2.417
H -3.941 -0.873 1.751
H -2.767 -1.079 4.102
H -0.815 -0.524 5.496
H 1.167 0.650 4.427
H 1.101 1.088 2.010
Se -0.725 -1.821 -1.149
C 1.075 -2.402 -0.840
C 1.908 -1.853 0.140
C 3.203 -2.319 0.330
C 3.706 -3.352 -0.450
C 2.890 -3.909 -1.428
C 1.596 -3.438 -1.620
H 1.536 -1.053 0.765
H 3.825 -1.867 1.096
H 4.717 -3.713 -0.304
H 3.266 -4.712 -2.052
H 0.972 -3.872 -2.393
O 2.760 0.964 -2.169
C 1.950 1.762 -1.781
C 2.000 3.261 -2.091
C 0.887 3.865 -1.238
C 0.218 2.632 -0.693
O -0.849 2.610 -0.032
N 0.833 1.487 -0.984
H 1.816 3.377 -3.159
H 2.997 3.643 -1.881
H 0.160 4.467 -1.780
H 1.256 4.460 -0.402
```

Highest occupied orbital energy (alpha / beta) (hartree): -0.1136 / -0.1473
Spin multiplicity: 3
Lowest unoccupied orbital energy (alpha / beta) (Eh): 0.0992 / 0.0925
Charge: -1

Löwdin atomic charge list, values in e, 6 entries: atom 1 (Ti): 0.55, atom 2 (N): 0.03, atom 3 (C): -0.88, atom 4 (S): 0.56, atom 5 (N): -0.01, atom 6 (N): -0.22


Entry from the Open Molecules 2025 dataset: a structure of composition C20H42N3OP2Pr (wB97M-V/def2-TZVPD).

The geometry in XYZ format:
```
69
Properties=species:S:1:pos:R:3
Pr -0.461 -0.028 0.459
P -0.083 -2.490 -0.915
P -0.084 2.582 -0.584
N 1.630 0.087 -1.127
C 1.600 -2.402 -1.651
H 2.152 -3.293 -1.321
H 1.416 -2.532 -2.736
C 2.496 -1.180 -1.296
H 3.208 -1.403 -0.463
H 3.045 -0.923 -2.232
C 2.490 1.301 -1.123
H 3.047 1.200 -2.087
H 3.204 1.440 -0.267
C 1.590 2.587 -1.314
H 1.413 2.855 -2.384
H 2.155 3.434 -0.877
C 0.152 3.511 1.084
C -1.007 3.210 2.063
H -0.664 3.489 3.076
H -1.310 2.139 2.103
H -1.897 3.808 1.795
C -1.217 3.582 -1.628
C -2.612 3.736 -1.011
H -3.309 4.129 -1.764
H -2.618 4.436 -0.170
H -3.016 2.780 -0.662
C -1.222 -3.350 -2.076
C -2.615 -3.579 -1.473
H -3.316 -3.876 -2.266
H -3.014 -2.670 -1.008
H -2.616 -4.377 -0.724
C 0.161 -3.630 0.620
C -0.981 -3.435 1.645
H -0.648 -3.892 2.593
H -1.896 -3.942 1.292
H -1.231 -2.373 1.860
C -2.892 -0.023 0.522
C -0.680 4.905 -2.161
H -0.592 5.663 -1.385
H 0.293 4.804 -2.641
H -1.370 5.304 -2.912
C -0.690 -4.596 -2.776
H -1.386 -4.894 -3.569
H 0.281 -4.435 -3.244
H -0.601 -5.448 -2.102
C 0.372 -5.117 0.284
H 0.716 -5.618 1.205
H -0.567 -5.606 -0.025
H 1.145 -5.277 -0.486
C 0.389 5.024 0.941
H -0.541 5.565 0.690
H 0.740 5.399 1.920
H 1.170 5.264 0.199
H 1.096 3.063 1.474
H 1.115 -3.245 1.046
H -1.321 2.902 -2.488
H -1.331 -2.566 -2.843
O -4.078 -0.008 0.451
H 1.420 0.132 -2.123
H -1.946 0.058 -0.980
N 1.885 0.476 4.594
C 2.022 -0.943 4.635
C 1.578 -1.361 3.401
N 1.175 -0.245 2.620
C 1.393 0.819 3.389
H 2.140 1.103 5.362
H 2.396 -1.493 5.490
H 1.496 -2.396 2.973
H 1.229 1.864 3.107
```

Highest occupied orbital energy (alpha / beta) (hartree): -0.5332 / -0.5315
Spin multiplicity: 3
Lowest unoccupied orbital energy (alpha / beta) (Eh): -0.2378 / -0.2331
Charge: +2

Löwdin atomic charge list, values in e, 6 entries: atom 1 (Pr): 0.72, atom 2 (P): 0.97, atom 3 (P): 0.96, atom 4 (N): -0.21, atom 5 (C): -0.30, atom 6 (H): 0.09


Entry from the Open Molecules 2025 dataset: a cluster of 2 separate species, C4H4 in total (wB97M-V/def2-TZVPD).

The geometry in XYZ format:
```
8
Properties=species:S:1:pos:R:3
C 0.680 0.906 -0.808
C 1.871 1.073 -0.717
H -0.384 0.611 -0.609
H 2.865 1.259 -0.748
C -1.138 -0.918 1.355
C -1.412 -1.057 0.171
H -0.894 -0.951 2.433
H -1.607 -0.878 -0.910
```

Highest occupied orbital energy (hartree): -0.3801
Lowest unoccupied orbital energy (Eh): 0.0426
SMILES: C#C.C#C

Löwdin atomic charge list, values in e, 6 entries: atom 1 (C): -0.02, atom 2 (C): 0.01, atom 3 (H): -0.01, atom 4 (H): -0.02, atom 5 (C): 0.00, atom 6 (C): -0.05


Entry from the Open Molecules 2025 dataset: a structure of composition C30H28MoN3O9PSSe2 (wB97M-V/def2-TZVPD).

The geometry in XYZ format:
```
75
Properties=species:S:1:pos:R:3
Mo -0.250 0.452 0.069
O 6.524 -0.065 1.552
C 5.676 -0.662 2.230
O 5.745 -1.452 3.178
C 4.250 -0.378 1.759
C 3.256 0.034 2.646
C 1.995 0.333 2.184
N 1.675 0.206 0.883
C 2.616 -0.251 0.023
C 3.899 -0.521 0.412
C 2.117 -0.464 -1.375
O 2.784 -0.875 -2.282
O 0.827 -0.131 -1.505
H 3.477 0.105 3.703
H 1.207 0.675 2.845
H 4.630 -0.840 -0.318
Se -1.967 0.778 1.886
P -1.785 -1.375 2.264
Se -0.528 -2.104 0.642
C -3.412 -2.143 2.259
C -4.399 -1.570 3.058
C -5.653 -2.154 3.121
C -5.916 -3.311 2.398
C -4.929 -3.884 1.610
C -3.674 -3.297 1.533
C -1.059 -1.635 3.881
C -0.737 -0.558 4.700
C -0.146 -0.796 5.935
C 0.126 -2.094 6.334
C -0.205 -3.170 5.514
C -0.801 -2.946 4.288
H -4.192 -0.671 3.628
H -6.421 -1.708 3.738
H -6.895 -3.769 2.455
H -5.134 -4.792 1.059
H -2.901 -3.733 0.912
H -0.948 0.472 4.429
H 0.088 0.050 6.567
H 0.599 -2.276 7.290
H 0.010 -4.182 5.831
H -1.054 -3.785 3.648
O -3.441 -0.788 -0.795
C -2.673 -0.301 -1.611
O -1.729 0.534 -1.420
C -2.835 -0.713 -3.085
N -3.990 -1.687 -3.078
C -3.480 -3.025 -3.544
C -2.002 -2.960 -3.199
C -1.633 -1.527 -3.578
H -3.070 0.146 -3.709
H -4.799 -1.361 -3.600
H -4.228 -1.699 -2.061
H -3.634 -3.075 -4.621
H -4.051 -3.812 -3.058
H -1.429 -3.706 -3.745
H -1.852 -3.125 -2.129
H -1.529 -1.428 -4.660
H -0.713 -1.174 -3.115
N 0.164 2.485 -0.716
C -0.143 3.159 0.516
C -1.448 3.582 0.751
C -1.829 3.872 2.051
C -0.918 3.729 3.092
C 0.422 3.486 2.814
C 0.822 3.195 1.524
S -1.477 3.682 4.802
O -0.841 4.812 5.436
O -2.922 3.731 4.689
O -0.955 2.379 5.214
H -0.489 2.699 -1.465
H 1.115 2.617 -1.050
H -2.169 3.594 -0.058
H -2.852 4.124 2.297
H 1.133 3.459 3.630
H 1.853 2.945 1.304
```

Highest occupied orbital energy (alpha / beta) (hartree): -0.2881 / -0.2868
Spin multiplicity: 3
Lowest unoccupied orbital energy (alpha / beta) (Eh): -0.1075 / -0.0707

Löwdin atomic charge list, values in e, 6 entries: atom 1 (Mo): 1.30, atom 2 (O): 0.00, atom 3 (C): -0.72, atom 4 (O): 0.00, atom 5 (C): -0.06, atom 6 (C): 0.04


Entry from the Open Molecules 2025 dataset: a cluster of 3 separate species, C5H12O2 in total (wB97M-V/def2-TZVPD).

The geometry in XYZ format:
```
19
Properties=species:S:1:pos:R:3
C -1.550 1.661 1.371
C -0.266 1.336 1.200
C 0.403 0.952 -0.035
C 1.710 0.752 -0.246
C 2.308 0.114 -1.471
H -1.899 2.099 2.298
H -2.329 1.157 0.796
H 0.489 1.705 1.913
H -0.226 0.839 -0.918
H 2.382 0.922 0.589
H 3.202 -0.394 -1.085
H 1.645 -0.692 -1.796
H 2.544 0.719 -2.335
O -1.690 -1.370 -1.433
H -1.723 -2.231 -1.034
H -2.528 -1.315 -1.907
O -0.753 -2.253 1.096
H -1.475 -2.516 1.664
H -0.245 -1.485 1.334
```

Highest occupied orbital energy (hartree): -0.3126
Lowest unoccupied orbital energy (Eh): 0.0274
SMILES: C=C/C=C/C.O.O

Löwdin atomic charge list, values in e, 6 entries: atom 1 (C): 0.01, atom 2 (C): -0.21, atom 3 (C): -0.16, atom 4 (C): -0.16, atom 5 (C): -0.10, atom 6 (H): 0.05


Entry from the Open Molecules 2025 dataset: an isolated molecule of C4H7NO (wB97M-V/def2-TZVPD).

The geometry in XYZ format:
```
13
Properties=species:S:1:pos:R:3
O 1.574 0.510 1.572
C 1.001 -0.322 0.597
C -0.507 -0.618 0.737
N -0.687 -0.489 -0.717
C -1.414 0.441 -1.199
C 0.901 0.344 -0.779
H 1.459 1.403 1.211
H 1.558 -1.270 0.612
H -1.031 0.168 1.299
H -0.779 -1.604 1.117
H -2.218 0.928 -0.636
H -1.256 0.728 -2.236
H 1.399 -0.219 -1.578
```

Highest occupied orbital energy (hartree): -0.2888
Lowest unoccupied orbital energy (Eh): -0.0043

Löwdin atomic charge list, values in e, 6 entries: atom 1 (O): -0.05, atom 2 (C): -0.47, atom 3 (C): -0.12, atom 4 (N): -0.12, atom 5 (C): 0.05, atom 6 (C): 0.04


- Which formula does entry 4 have?
  C4H5AgLiO7